(1)
ORCA calculation (ωB97M-V/def2-TZVPD) on the ion C9H10N3 with charge +1.

Structure (ORCA input):
```
! wB97M-V def2-TZVPD RIJCOSX def2/J DEFGRID3
* xyz 1 1
C -0.8023 0.4956 -3.5103
C -1.0354 2.8800 0.5441
C -0.1149 0.0980 0.0646
C -0.1094 0.8248 1.1511
C -1.0623 1.6300 -1.3825
C 0.4696 -0.0359 2.1176
C 1.3069 -1.0324 1.3979
C 0.7268 -1.0924 -0.1018
C 0.0007 -2.3642 -0.4543
N -0.5212 2.0956 1.4393
N -1.2963 2.7017 -0.8087
N -1.0182 1.1311 -2.5200
H -0.7605 0.2421 -4.5621
H -1.1795 3.8929 0.8343
H 1.1488 0.5782 2.8244
H -0.4627 -0.4347 2.5948
H 2.2864 -0.7024 1.2670
H 1.3837 -1.9946 1.8221
H 1.4626 -1.0464 -0.8765
H -0.5144 -2.1082 -1.4670
H -0.7279 -2.7510 0.1549
H 0.8192 -3.0078 -0.5288
*
```

Results
HOMO = -12.91 eV
gap between HOMO and LUMO = 6.83 eV
LUMO level = -6.084 eV

---

(2)
ORCA calculation (ωB97M-V/def2-TZVPD) on a structure of composition C13H17NPdS.

Structure (ORCA input):
```
! wB97M-V def2-TZVPD RIJCOSX def2/J DEFGRID3
* xyz 0 3
C -1.1937 2.0360 0.1026
C -0.3692 1.7733 -3.3497
C 0.2679 2.2265 0.2870
H -1.7108 2.7353 0.7740
C 0.8813 1.3564 -3.1748
H -0.9525 1.4583 -4.2250
H 0.4982 2.8562 1.1570
H 1.4952 0.9601 -3.9922
C 1.3064 2.3034 -0.7700
H 2.2603 2.3755 -0.2204
H 1.2244 3.2524 -1.3168
C -1.8809 2.0131 -1.2697
H -2.8389 2.5319 -1.1360
H -2.1306 0.9808 -1.5293
C -1.1335 2.6978 -2.4254
H -0.4874 3.4994 -2.0366
H -1.9022 3.1908 -3.0438
C 1.4868 1.1340 -1.7756
H 2.5757 1.0151 -1.9130
H 1.1373 0.2022 -1.2993
Pd -0.1275 0.3123 1.5539
H -1.4343 0.8877 0.6670
S -0.1470 -1.7960 0.4084
C 0.0228 -2.3333 1.9988
C -0.0387 -3.6428 2.5201
C 0.1730 -3.8426 3.8856
C 0.3396 -2.7399 4.7364
C 0.2896 -1.4329 4.1900
N 0.1676 -1.2753 2.8511
H -0.2532 -4.4415 1.8225
H 0.1960 -4.8572 4.2982
H 0.5040 -2.8478 5.8061
H 0.3402 -0.5269 4.8006
*
```

Results
<S²> = 2.0103
HOMO (alpha / beta) = -6.82 / -7.65 eV
gap between HOMO and LUMO (alpha / beta) = 7.48 / 7.16 eV
LUMO level (alpha / beta) = 0.666 / -0.482 eV

---

(3)
ORCA calculation (ωB97M-V/def2-TZVPD) on a cluster of 4 separate species, C3H6N2O in total.

Structure (ORCA input):
```
! wB97M-V def2-TZVPD RIJCOSX def2/J DEFGRID3
* xyz 0 1
N -1.5086 -0.8876 0.1795
C -0.9438 -0.0834 -0.6968
C 0.9310 0.7022 0.2945
O 1.0993 0.0538 1.3577
C 1.7911 0.4315 -0.8574
N 2.4772 0.2604 -1.7742
H -0.5977 -1.2690 1.1654
H -2.1412 -0.3701 0.7944
H -0.4231 -0.5483 -1.5334
H -1.3009 0.9382 -0.8311
H 0.5017 1.7080 0.3290
H 0.1151 -0.9358 1.5723
*
```

Results
HOMO = -9.72 eV
gap between HOMO and LUMO = 9.17 eV
LUMO level = -0.556 eV

---

(4)
ORCA calculation (ωB97M-V/def2-TZVPD) on a cluster of 11 separate species, C44H88O22S9 in total.

Structure (ORCA input):
```
! wB97M-V def2-TZVPD RIJCOSX def2/J DEFGRID3
* xyz 0 1
O 19.2024 16.7927 9.7381
C 19.5996 15.7091 10.1512
O 20.4188 15.6589 11.2429
C 21.2433 16.8880 11.5011
C 22.3984 17.0177 10.4743
C 19.4077 14.3793 9.5441
H 21.5232 16.8169 12.5352
H 20.6804 17.7869 11.3856
H 23.2469 17.5628 10.8875
H 22.0337 17.4831 9.5395
H 22.7566 16.0309 10.3308
H 18.4269 14.3683 9.0719
H 19.5211 13.5853 10.3271
H 20.0829 14.2399 8.7069
O 19.8086 10.9712 11.1933
C 19.3546 9.8314 10.9126
O 20.1421 8.7140 11.0855
C 21.4755 9.0587 11.5000
C 22.4537 9.3955 10.4011
C 17.9620 9.5642 10.6224
H 21.7158 8.1644 12.0061
H 21.3860 9.8167 12.2871
H 22.6258 8.5517 9.7364
H 23.4242 9.6401 10.9261
H 22.1253 10.2717 9.9553
H 17.4122 10.4097 10.9687
H 17.7745 8.6109 11.0756
H 17.9296 9.5028 9.5636
C 18.3850 19.9616 11.4009
C 17.0696 19.9464 10.6140
C 15.9184 19.7193 11.5508
S 16.4354 20.7781 12.9711
O 16.4041 19.9136 14.1392
O 15.7303 22.0395 13.0048
C 18.1209 21.0549 12.3976
H 19.2269 20.1704 10.7683
H 18.5637 18.9865 11.9468
H 17.0785 19.2393 9.8152
H 16.9990 20.9404 10.0808
H 15.7631 18.6744 11.8703
H 14.9114 20.1149 11.2555
H 18.8838 21.1475 13.1815
H 18.0417 22.0188 11.9155
C 17.8881 7.6326 15.2818
C 18.2721 8.2680 13.9681
C 18.9736 9.6062 14.2938
S 18.9375 9.8536 16.1169
O 17.7162 10.5421 16.4402
O 20.1969 10.2774 16.5921
C 18.7645 8.1259 16.4845
H 17.9731 6.5363 15.1088
H 16.8680 7.8750 15.4710
H 17.3655 8.3949 13.3256
H 18.9296 7.6514 13.3558
H 18.5745 10.4849 13.8161
H 20.0179 9.6291 13.9860
H 18.2963 7.9372 17.4668
H 19.7495 7.7211 16.4791
C 21.3110 12.4758 14.6393
C 21.3446 13.5686 13.5727
C 22.3897 13.1773 12.5314
S 23.7285 12.5114 13.6005
O 24.8192 13.4766 13.6874
O 24.1310 11.1892 13.2159
C 22.7613 12.3227 15.1275
H 20.9660 11.5123 14.2467
H 20.7147 12.6753 15.5348
H 21.5567 14.4585 14.0960
H 20.3926 13.6967 13.1239
H 22.8655 13.9789 11.9557
H 21.9776 12.3541 11.9470
H 23.0266 13.1354 15.7842
H 22.9721 11.3438 15.5918
C 11.7231 14.8907 11.1249
C 12.2087 14.6979 12.6054
C 10.9930 14.1530 13.3896
S 9.6207 15.1258 12.7282
O 9.3849 16.2073 13.6113
O 8.4912 14.3314 12.4173
C 10.4400 15.6561 11.2155
H 11.5119 13.8809 10.7211
H 12.3988 15.3622 10.4998
H 12.5551 15.5859 13.1065
H 12.9358 13.9131 12.6401
H 11.0668 14.3721 14.4685
H 10.7497 13.1386 13.1540
H 10.5627 16.7402 11.3305
H 9.7206 15.4780 10.4320
C 20.2540 17.8410 17.6705
C 18.6848 18.0403 17.6196
C 18.3703 18.4548 16.1744
S 19.6150 17.6464 15.1328
O 20.3995 18.6115 14.4003
O 19.0477 16.5025 14.3385
C 20.5445 16.9186 16.5108
H 20.6785 17.5198 18.6351
H 20.6646 18.8150 17.4175
H 18.4262 18.8385 18.3476
H 18.1849 17.1231 17.8674
H 18.4730 19.5721 16.1146
H 17.3797 18.2008 15.8085
H 21.6321 16.9847 16.2738
H 20.1556 15.9006 16.5403
C 14.2179 17.8619 21.1185
C 14.4673 19.2040 20.4673
C 13.7296 19.1559 19.1478
S 14.2928 17.6185 18.4673
O 15.5973 17.9210 17.8280
O 13.3166 16.9233 17.6581
C 14.5783 16.7953 20.0344
H 13.1341 17.8611 21.2713
H 14.6829 17.5914 22.0791
H 15.5566 19.4590 20.2731
H 14.0625 19.9865 21.1011
H 14.0218 19.8878 18.3833
H 12.6370 19.1106 19.3271
H 15.7023 16.6094 20.1090
H 14.0022 15.8433 20.0463
C 15.0892 10.5214 18.6584
C 14.2407 11.0278 17.3746
C 14.2102 12.5055 17.3291
S 14.9938 13.0005 18.8309
O 14.0609 13.0284 19.9276
O 15.7126 14.2155 18.6298
C 16.0971 11.6193 18.9639
H 15.5970 9.6285 18.3348
H 14.4503 10.2342 19.4770
H 13.2459 10.6015 17.4027
H 14.7558 10.7220 16.5408
H 13.2391 12.9729 17.2872
H 14.7459 12.9485 16.5177
H 16.4580 11.5435 19.9754
H 16.8570 11.6223 18.1756
C 10.8688 18.8870 14.7942
C 12.0130 19.4901 15.6312
C 13.1822 19.8181 14.5659
S 12.4962 19.5827 12.8974
O 12.8884 18.2411 12.4799
O 12.8305 20.6426 11.9805
C 10.7429 19.6135 13.4552
H 9.9300 18.9406 15.3661
H 11.1227 17.8332 14.5176
H 12.2964 18.8151 16.4723
H 11.6599 20.4115 16.1198
H 13.9861 19.1114 14.6891
H 13.5366 20.8315 14.6664
H 10.1845 19.0538 12.7643
H 10.4727 20.6772 13.4418
C 16.0428 15.4674 15.2863
C 15.9260 15.8410 13.8085
C 16.5949 14.7350 13.0137
S 16.7236 13.3418 14.1211
O 17.7791 12.4636 13.6824
O 15.4063 12.7411 14.3528
C 17.0808 14.3517 15.5249
H 15.1106 15.0347 15.7068
H 16.4411 16.2391 15.8997
H 16.5004 16.7648 13.6954
H 14.8679 16.0778 13.5517
H 17.6089 14.9016 12.7712
H 16.0859 14.4065 12.1195
H 18.0986 14.7996 15.5086
H 16.9589 13.7855 16.4427
*
```

Results
SMILES string = O=S1(=O)CCCC1.O=S1(=O)CCCC1.O=S1(=O)CCCC1.O=S1(=O)CCCC1.O=S1(=O)CCCC1.O=S1(=O)CCCC1.O=S1(=O)CCCC1.O=S1(=O)CCCC1.O=S1(=O)CCCC1.CCOC(C)=O.CCOC(C)=O
HOMO = -9.91 eV
gap between HOMO and LUMO = 10.14 eV
LUMO level = 0.232 eV

---

(5)
ORCA calculation (ωB97M-V/def2-TZVPD) on a structure of composition C52H51Br2N7O3RbSSi.

Structure (ORCA input):
```
! wB97M-V def2-TZVPD RIJCOSX def2/J DEFGRID3
* xyz -1 1
Rb -0.0425 -0.1991 0.0449
C 2.1450 3.4319 -2.3041
C 1.8523 2.1010 -2.9316
C 1.1584 2.0272 -4.1382
C 0.9711 0.7958 -4.7344
C 1.4710 -0.3326 -4.1032
C 2.1231 -0.1767 -2.8855
N 2.3181 1.0122 -2.3181
C 2.6530 -1.4080 -2.2211
C 3.8595 -1.9571 -2.6422
C 4.2377 -3.1915 -2.1386
C 3.3906 -3.8392 -1.2558
C 2.2215 -3.1936 -0.8592
N 1.8741 -2.0019 -1.3228
C 1.2845 -3.9087 0.0606
C 0.7119 -5.1037 -0.3644
C -0.1101 -5.7896 0.5117
C -0.3139 -5.2762 1.7795
C 0.3049 -4.0788 2.1288
C 0.1535 -3.5108 3.5113
N 1.0756 -3.4057 1.2741
H 1.2599 4.0678 -2.3378
H 2.4648 3.2945 -1.2754
H 2.9479 3.9281 -2.8574
H 0.7745 2.9346 -4.5858
H 0.4418 0.7140 -5.6753
H 1.3508 -1.3195 -4.5300
H 4.4779 -1.4251 -3.3529
H 5.1691 -3.6495 -2.4474
H 3.6208 -4.8223 -0.8680
H 0.8947 -5.4734 -1.3643
H -0.5737 -6.7212 0.2125
H -0.9447 -5.7896 2.4935
H 0.0499 -4.3084 4.2476
H -0.7344 -2.8788 3.5677
H 1.0190 -2.8979 3.7552
C -0.3882 -0.2450 3.7578
C -1.6081 -0.9974 3.3056
C -2.6583 -1.3061 4.1940
C -3.7527 -1.9832 3.7307
C -3.8343 -2.3618 2.3726
C -4.9101 -3.0633 1.7971
Br -6.4177 -3.5861 2.8618
C -4.9114 -3.4011 0.4656
C -3.8411 -3.0376 -0.3356
Br -3.8581 -3.5360 -2.1747
C -2.6987 -2.3203 0.1115
O -1.7494 -1.9929 -0.6361
C -2.7327 -1.9959 1.5453
N -1.6648 -1.3435 2.0407
H -0.1028 -0.5033 4.7793
H -0.5729 0.8320 3.7158
H 0.4426 -0.4448 3.0824
H -2.5903 -1.0154 5.2358
H -4.5638 -2.2391 4.4002
H -5.7433 -3.9470 0.0430
O 1.7972 1.6329 1.3171
Si 3.1864 1.5806 2.0353
C 4.3460 0.1209 1.6274
C 4.0385 -1.1548 2.1019
C 4.8744 -2.2397 1.8849
C 6.0421 -2.0781 1.1542
C 6.3571 -0.8277 0.6432
C 5.5221 0.2543 0.8858
C 4.2089 3.1549 1.6904
C 4.5247 3.4575 0.3620
C 5.2001 4.6203 0.0198
C 5.5746 5.5193 1.0099
C 5.2662 5.2443 2.3345
C 4.5916 4.0752 2.6657
C 3.0246 1.5073 3.9440
C 3.8405 0.7288 4.7677
C 3.6175 0.6308 6.1356
C 2.5708 1.3272 6.7225
C 1.7596 2.1284 5.9307
C 1.9862 2.2067 4.5639
H 3.1287 -1.2941 2.6747
H 4.6141 -3.2127 2.2855
H 6.7021 -2.9203 0.9785
H 7.2646 -0.6943 0.0640
H 5.8092 1.2294 0.5119
H 4.2260 2.7610 -0.4161
H 5.4329 4.8276 -1.0189
H 6.1029 6.4297 0.7520
H 5.5545 5.9457 3.1095
H 4.3587 3.8728 3.7065
H 4.6692 0.1833 4.3316
H 4.2612 0.0063 6.7449
H 2.3843 1.2448 7.7868
H 0.9475 2.6874 6.3826
H 1.3311 2.8200 3.9536
S -1.5108 3.3424 -1.5954
C -0.8994 4.1421 -0.2508
N -1.5656 5.2298 0.2217
C -1.1395 6.0233 1.3613
C -0.3682 5.1212 2.3103
C 0.7680 4.4937 1.5228
N 0.2384 3.8053 0.3554
H -2.3604 5.5092 -0.3218
H -2.0186 6.4564 1.8425
H -0.4905 6.8472 1.0386
H -1.0236 4.3247 2.6655
H 0.0089 5.6816 3.1662
H 1.3144 3.7543 2.1013
H 1.4783 5.2670 1.2056
H 0.6415 2.8870 0.1940
C -4.9571 3.3650 3.2736
N -4.1449 2.8163 2.2086
C -4.7567 2.5934 0.9110
C -2.8922 2.3705 2.4457
O -2.1712 1.8386 1.6316
H -5.7466 3.9748 2.8379
H -4.3546 3.9988 3.9258
H -5.4250 2.5845 3.8819
H -5.5165 1.8084 0.9648
H -3.9785 2.2916 0.2130
H -5.2228 3.5133 0.5532
H -2.5766 2.5527 3.4930
*
```

Results
HOMO = -4.14 eV
gap between HOMO and LUMO = 6.03 eV
LUMO level = 1.893 eV